Entry 1:
Density functional theory data (ωB97M-V/def2-TZVPD) for 2 unconnected molecules or ions with the total composition C4H18OSi4.

Properties
- HOMO (spin up / spin down) (hartree) = -0.273 / -0.280
- gap between HOMO and LUMO (spin up / spin down) (eV) = 6.79 / 6.85
- ΔE to the lowest compared entry with this formula, charge and spin (eV) = 1.621

The geometry in ORCA input format:
```
! RIJCOSX wB97M-V def2-TZVPD def2/J DEFGRID3
* xyz 0 1
C 1.328 1.564 1.545
C 0.478 1.265 -1.460
C -1.646 2.301 0.640
C -0.466 -2.936 -0.589
O -0.371 -0.385 0.542
Si 4.625 -0.819 0.200
Si -3.469 -1.204 -0.358
Si -0.109 1.173 0.412
Si -1.319 -1.682 0.505
H 1.206 2.107 2.480
H 1.752 0.606 1.825
H 2.163 2.117 1.083
H -0.296 0.973 -2.157
H 0.778 2.234 -1.902
H 1.252 0.538 -1.653
H -1.357 3.323 0.623
H -2.311 2.126 -0.150
H -2.042 2.099 1.542
H -0.501 -2.587 -1.547
H 0.482 -3.410 -0.433
H -1.244 -3.688 -0.533
H 4.986 -2.042 -0.429
H 3.371 -0.466 -0.243
H 4.904 -0.421 1.534
H -3.545 0.122 -1.066
H -4.221 -1.082 0.932
H -4.428 -1.828 -1.345
*
```

---

Entry 2:
Density functional theory data (ωB97M-V/def2-TZVPD) for a molecular structure, C4H7GdO.

Properties
- HOMO (spin up / spin down) (hartree) = -0.471 / -0.369
- gap between HOMO and LUMO (spin up / spin down) (eV) = 7.85 / 5.19

The geometry in ORCA input format:
```
! RIJCOSX wB97M-V def2-TZVPD def2/J DEFGRID3
* xyz 1 9
H -1.493 -1.168 -0.629
C 0.819 -0.854 -0.055
C -0.717 -0.408 -0.459
C -0.921 0.268 0.826
O -1.473 1.369 1.020
Gd -2.513 3.352 0.110
H 0.904 -1.037 1.027
H 0.924 -1.842 -0.543
H -0.700 0.294 -1.304
H -1.475 -0.688 1.257
C 1.787 0.241 -0.484
H 2.306 0.643 0.408
H 2.552 -0.171 -1.174
*
```

---

Entry 3:
Density functional theory data (ωB97M-V/def2-TZVPD) for a molecular structure, C21H36AsNOOsSSeSi2.

Properties
- HOMO (hartree) = -0.503
- gap between HOMO and LUMO (eV) = 6.88

The geometry in ORCA input format:
```
! RIJCOSX wB97M-V def2-TZVPD def2/J DEFGRID3
* xyz 2 1
Os -0.049 0.116 -0.001
C -0.882 -1.066 4.144
Si -0.875 0.404 3.038
C -0.551 2.021 3.867
C -2.491 0.523 2.141
N 0.440 0.178 1.750
C 1.831 0.217 2.054
C 2.362 0.283 3.339
C 3.733 0.358 3.514
C 4.577 0.362 2.406
C 4.062 0.265 1.121
C 2.694 0.184 0.983
O 2.020 0.045 -0.235
C 2.765 -0.139 -1.438
C 2.931 0.921 -2.300
C 3.654 0.697 -3.467
C 4.184 -0.558 -3.733
C 3.994 -1.605 -2.839
C 3.270 -1.400 -1.672
H -1.684 -0.949 4.878
H 0.048 -1.205 4.697
H -1.075 -1.980 3.577
H -1.420 2.265 4.484
H -0.422 2.819 3.131
H 0.322 2.027 4.519
H -3.272 0.680 2.893
H -2.748 -0.381 1.590
H -2.527 1.372 1.455
H 1.708 0.271 4.199
H 4.144 0.413 4.512
H 5.647 0.432 2.541
H 4.711 0.249 0.256
H 2.523 1.893 -2.065
H 3.810 1.511 -4.163
H 4.753 -0.721 -4.638
H 4.411 -2.581 -3.045
H 3.109 -2.198 -0.957
C -3.172 -3.097 -2.903
Si -2.017 -3.858 -1.708
C -0.487 -4.613 -2.359
C -2.700 -4.480 -0.133
Se -1.117 -1.682 -0.831
H -3.744 -3.875 -3.420
H -2.623 -2.525 -3.652
H -3.879 -2.439 -2.396
H -0.709 -5.589 -2.804
H 0.243 -4.764 -1.564
H -0.050 -3.980 -3.132
H -3.203 -5.440 -0.290
H -3.429 -3.777 0.270
H -1.906 -4.629 0.599
C -3.235 2.043 -1.471
As -1.801 3.225 -1.059
C -2.311 4.281 0.450
C -1.527 4.398 -2.535
S 0.133 2.288 -0.717
H -4.096 2.667 -1.713
H -3.461 1.420 -0.608
H -2.970 1.427 -2.327
H -3.155 4.912 0.176
H -1.465 4.897 0.746
H -2.594 3.620 1.267
H -2.431 4.986 -2.686
H -1.313 3.805 -3.421
H -0.688 5.054 -2.315
*
```

---

Entry 4:
Density functional theory data (ωB97M-V/def2-TZVPD) for a molecular structure, C27H20F9N7O3PRu.

Properties
- HOMO (spin up / spin down) (hartree) = -0.421 / -0.420
- gap between HOMO and LUMO (spin up / spin down) (eV) = 7.67 / 5.15
- ΔE to the lowest compared entry with this formula, charge and spin (eV) = 0.596

The geometry in ORCA input format:
```
! RIJCOSX wB97M-V def2-TZVPD def2/J DEFGRID3
* xyz 1 5
Ru 0.192 0.379 -0.154
O 1.967 -0.224 0.866
C 2.223 -0.091 2.099
C 3.185 -0.977 2.686
C 3.489 -0.905 4.006
C 2.879 0.075 4.821
C 1.994 0.985 4.280
C 1.640 0.947 2.935
C 0.736 1.914 2.376
N 0.260 1.952 1.124
C -0.538 3.050 1.015
C -0.558 3.701 2.214
N 0.242 2.981 3.046
H 3.616 -1.725 2.035
H 4.194 -1.601 4.437
H 3.113 0.115 5.875
H 1.567 1.736 4.930
H -1.011 3.328 0.090
H -1.069 4.596 2.520
H 0.402 3.182 4.018
O -0.804 1.468 -1.874
N -2.076 1.503 -1.963
N -2.665 1.047 -0.927
O -1.993 0.593 0.082
C -4.092 1.023 -0.865
C -4.683 0.344 0.193
C -6.065 0.309 0.275
C -6.837 0.950 -0.683
C -6.230 1.619 -1.739
C -4.852 1.660 -1.842
H -4.060 -0.158 0.920
H -6.532 -0.224 1.090
H -7.916 0.925 -0.611
H -6.834 2.117 -2.485
H -4.366 2.173 -2.658
N -3.763 -3.645 -2.801
C -2.696 -3.433 -2.433
C -1.375 -3.097 -1.998
C -0.377 -4.045 -1.790
C 0.884 -3.604 -1.428
C 1.088 -2.256 -1.217
N 0.111 -1.348 -1.350
C -1.087 -1.759 -1.770
H -0.590 -5.097 -1.920
H 1.693 -4.304 -1.282
H 2.055 -1.883 -0.908
H -1.849 -1.017 -1.955
F -0.085 -1.849 1.229
P -1.053 -1.940 2.625
F 0.313 -1.837 3.489
F -1.089 -0.292 2.600
F -0.932 -3.519 2.565
F -2.347 -1.967 1.670
F -1.938 -1.949 3.932
F 6.558 1.039 -3.473
C 5.524 0.270 -3.836
F 5.866 -1.010 -3.600
F 5.343 0.407 -5.154
C 4.276 0.624 -3.065
C 3.027 0.517 -3.653
C 1.914 0.805 -2.881
N 1.997 1.174 -1.602
C 3.208 1.327 -1.061
C 4.376 1.056 -1.751
H 2.920 0.223 -4.687
H 0.918 0.768 -3.303
H 3.252 1.694 -0.047
H 5.339 1.183 -1.277
*
```

---

Entry 5:
Density functional theory data (ωB97M-V/def2-TZVPD) for 2 unconnected molecules or ions with the total composition CH3IOS2.

Properties
- HOMO (spin up / spin down) (hartree) = -0.353 / -0.353
- gap between HOMO and LUMO (spin up / spin down) (eV) = 6.58 / 6.57
- ΔE to the lowest compared entry with this formula, charge and spin (eV) = 3.613

The geometry in ORCA input format:
```
! RIJCOSX wB97M-V def2-TZVPD def2/J DEFGRID3
* xyz 0 1
C -0.151 0.213 0.213
O -1.546 0.212 2.338
S -1.605 3.632 -0.442
S -1.724 0.717 0.969
I -3.399 -0.744 -0.238
H 0.400 1.040 0.156
H 0.303 -0.615 0.846
H -0.134 -0.149 -0.866
*
```

---

Entry 6:
Density functional theory data (ωB97M-V/def2-TZVPD) for a molecular structure, C6H15NO4Tl.

Properties
- HOMO (hartree) = -0.491
- gap between HOMO and LUMO (eV) = 4.00
- ΔE to the lowest compared entry with this formula, charge and spin (eV) = 2.736

The geometry in ORCA input format:
```
! RIJCOSX wB97M-V def2-TZVPD def2/J DEFGRID3
* xyz 1 1
Tl -16.125 26.054 9.108
C -14.214 24.317 13.409
C -14.977 24.866 12.202
O -15.115 24.138 11.147
O -15.410 26.022 12.233
H -13.156 24.192 13.179
H -14.633 23.318 13.529
H -14.310 24.750 14.405
O -13.850 25.239 7.696
H -13.097 25.617 7.200
C -16.096 30.733 11.181
C -15.817 29.345 10.454
C -14.363 28.929 10.739
O -14.022 27.765 9.981
C -12.695 27.250 10.409
N -16.824 28.325 10.812
H -15.941 30.775 12.259
H -17.121 31.098 11.120
H -15.405 31.479 10.790
H -15.969 29.575 9.399
H -14.261 28.636 11.784
H -13.667 29.766 10.688
H -12.665 26.902 11.441
H -11.967 28.032 10.192
H -12.459 26.362 9.822
H -16.940 28.330 11.815
H -17.724 28.716 10.572
*
```

---

Going through the records in order, we get E_tot values of -1396.31553; -997.03896; -6656.37908; -2984.83321; -1209.06028; -765.31808 a.u..